Record 1
C13H23Cl4Cu2O11S as an isolated structure, computed with wB97M-V/def2-TZVPD.

Geometry as ORCA input:
```
! RIJCOSX wB97M-V def2-TZVPD def2/J DEFGRID3
* xyz 2 4
Cu 23.98 21.06 13.42
Cu 20.55 17.00 14.92
S 21.97 19.32 14.40
O 22.60 20.44 15.05
O 20.52 19.11 14.54
O 22.51 19.61 13.05
O 22.37 17.99 14.90
C 21.03 17.83 17.99
O 20.62 16.83 17.13
H 20.27 18.54 18.33
H 21.43 17.38 18.89
H 21.80 18.51 17.61
C 28.50 17.70 9.55
C 27.67 17.23 10.76
C 28.30 17.54 12.12
O 27.42 18.29 12.87
C 26.30 18.54 12.08
O 25.26 19.22 12.36
O 26.57 18.14 10.86
H 28.40 18.78 9.48
H 28.05 17.37 8.62
H 29.51 17.30 9.62
H 27.16 16.28 10.64
H 29.23 18.11 12.02
H 28.47 16.55 12.55
C 24.63 19.13 19.22
C 25.82 19.15 18.29
C 26.02 17.85 17.40
O 26.23 18.42 16.07
C 25.73 19.69 16.03
O 25.43 20.25 15.01
O 25.53 20.11 17.33
H 23.87 18.54 18.70
H 24.06 20.05 19.37
H 24.81 18.58 20.14
H 26.80 19.37 18.73
H 25.17 17.18 17.32
H 26.92 17.26 17.61
Cl 25.21 14.41 15.86
C 24.74 15.62 14.63
C 24.32 14.97 13.24
Cl 25.89 14.31 12.52
H 25.55 16.34 14.50
H 23.86 16.10 15.05
H 24.13 15.82 12.59
H 23.51 14.24 13.19
Cl 21.42 23.35 18.18
C 21.06 21.60 17.90
C 19.94 21.31 16.85
Cl 18.47 22.23 17.32
H 20.84 21.20 18.89
H 21.99 21.09 17.64
H 19.71 20.24 16.80
H 20.21 21.51 15.82
*
```

Properties
LUMO energy (spin up / spin down) = -8.429 / -11.459 eV
HOMO level (spin up / spin down) = -0.5552 / -0.5551 Ha
largest force on an atom = 4.065 eV/A
energy = -6855.86393 Ha
orbital gap (spin up / spin down) = 6.68 / 3.65 eV

Charges computed using Mulliken, reported in e: 0.79, 0.64, 1.83, -0.28, -0.60, -0.71, -0.10, -0.21, -0.30, 0.39, 0.40, -0.17, -1.36, 0.38, -0.44, -0.28, 0.60, -0.29, -0.31, 0.36, 0.38, 0.38, 0.27, 0.32, 0.31, -0.99, 0.47, -0.51, -0.18, 0.43, -0.43, -0.35, -0.11, 0.37, 0.41, 0.38, 0.20, 0.30, -0.17, 0.63, -0.45, -0.18, 0.01, -0.51, 0.23, 0.45, -0.15, -0.07, -0.05, -0.14, 0.38, -0.17, 0.00, 0.19

=====

Record 2
A 2-piece molecular cluster, CH6OS2 overall, computed with wB97M-V/def2-TZVPD.

Geometry as ORCA input:
```
! RIJCOSX wB97M-V def2-TZVPD def2/J DEFGRID3
* xyz 0 1
C 3.04 2.46 2.28
O 2.29 2.39 1.12
H 2.27 2.24 3.16
H 3.53 3.43 2.25
H 3.80 1.69 2.47
H 1.91 3.32 1.33
S -3.38 -4.60 -3.47
S -5.36 -4.26 -3.19
H -2.61 -3.81 -2.73
H -5.50 -2.85 -3.22
*
```

Properties
structure (SMILES) = CO.SS
LUMO energy = 0.377 eV
energy above the lowest of the compared OMol25 structures with the same formula, charge and spin = 178.1 kJ/mol
HOMO level = -0.3234 Ha
largest force on an atom = 3.426 eV/A
energy = -913.23463 Ha
orbital gap = 9.18 eV

Charges computed using Mulliken, reported in e: -0.53, -0.47, 0.19, 0.22, 0.23, 0.36, -0.16, -0.16, 0.15, 0.17

=====

Record 3
C4H7N3O in the gas phase, computed with wB97M-V/def2-TZVPD.

Geometry as ORCA input:
```
! RIJCOSX wB97M-V def2-TZVPD def2/J DEFGRID3
* xyz 0 1
C 1.76 0.00 -0.72
C 1.32 -0.51 0.67
N 0.05 -1.35 0.34
C -0.95 -0.68 0.04
C -2.29 -1.14 -0.15
N -3.53 -1.31 -0.26
N -1.01 0.74 -0.16
O -2.13 1.64 0.16
H 1.92 -0.87 -1.32
H 0.97 0.78 -1.12
H 2.82 0.35 -0.66
H 0.99 0.37 1.35
H 2.21 -1.20 0.96
H -0.01 1.47 -0.30
H -2.13 1.70 1.16
*
```

Properties
structure (SMILES) = CC/N=C(/C#N)NO
LUMO energy = 0.046 eV
energy above the lowest of the compared OMol25 structures with the same formula, charge and spin = 589.4 kJ/mol
HOMO level = -0.3637 Ha
largest force on an atom = 9.862 eV/A
energy = -395.92392 Ha
orbital gap = 9.94 eV

Charges computed using Mulliken, reported in e: -0.92, -0.40, -0.57, 0.71, 0.22, -0.45, -0.26, -0.41, 0.31, 0.27, 0.29, 0.28, 0.31, 0.29, 0.34